Formula: C6H8N2
Source: OMol25
Level of theory: wB97M-V/def2-TZVPD

**Largest force on an atom**: 2.81 eV/Å
**SMILES string**: C1[C@@H]2[C@@H]3C[C@@]34NN[C@@]124
**HOMO level**: -0.27566 Eh
**E**: -342.71237 hartree
**Molecular weight**: 108.1 g/mol

Element x y z (Å)
C -0.69122 1.49999 0.56527
C -0.71556 0.80368 -0.79112
C -0.77378 -0.75275 -0.79295
C -0.96827 -1.44724 0.54911
C 0.42484 -0.77345 0.11960
N 1.86681 -0.83768 -0.07947
N 1.93319 0.64723 0.04077
C 0.48609 0.73632 0.12634
H -0.63505 2.57665 0.48995
H -1.27794 1.15535 1.40488
H -0.87908 1.37396 -1.69088
H -0.94646 -1.28142 -1.71743
H -1.52127 -0.98769 1.34903
H -0.99744 -2.52096 0.51179
H 2.35902 -1.23728 0.72183
H 2.33614 1.04529 -0.80672